1.
This record from the Open Molecules 2025 dataset describes a cluster of 9 separate species, H15O7S in total. The level of theory is ωB97M-V/def2-TZVPD.

Geometry as XYZ:
```
23
Properties=species:S:1:pos:R:3
S -2.4268 -1.9473 -0.7317
H -3.2728 -1.1325 -0.0332
H -1.5506 -1.4482 1.3102
H -0.1667 -1.1698 1.9202
O -1.1078 -1.2378 2.1499
H 1.6961 0.4723 1.5342
H 1.5671 -0.6593 0.6309
O 1.5112 -0.5004 1.5878
H 0.5102 0.7080 -2.1061
H 2.6233 2.3713 0.2953
O 1.9207 1.9202 0.7766
H -1.2798 -0.1236 -1.5930
H 1.4199 1.5340 -1.0895
O 1.4398 0.9357 -1.8743
H -0.1922 0.0886 0.1615
H -1.8861 0.0418 -2.9832
O -1.1181 0.3122 -2.4767
H 0.9656 -1.2952 -1.0894
H 0.0383 -2.1631 -0.2285
O 0.9002 -2.1680 -0.6783
H 0.0998 2.0524 1.1045
H -0.9459 1.2412 1.8098
O -0.7453 2.1676 1.6028
```

- Electronic energy: -25407.9255 eV
- HOMO level: -5.8 eV
- Energy above the lowest of the compared OMol25 structures with the same formula, charge and spin: 152.5 kcal/mol
- Total charge: -1
- Orbital gap: 4.8 eV
- Lowest unoccupied orbital energy: -1.02 eV

Charges obtained by Mulliken population analysis, quoted in units of e: atom 1 (S): -0.5270, atom 2 (H): 0.1702, atom 3 (H): 0.2619, atom 4 (H): 0.3927, atom 5 (O): -0.6177, atom 6 (H): 0.4558, atom 7 (H): 0.3635, atom 8 (O): -0.6610, atom 9 (H): 0.4052, atom 10 (H): 0.1415, atom 11 (O): -0.9886, atom 12 (H): 0.2257, atom 13 (H): 0.3866, atom 14 (O): -0.6361, atom 15 (H): -0.0480, atom 16 (H): 0.3045, atom 17 (O): -0.6785, atom 18 (H): 0.4094, atom 19 (H): 0.2468, atom 20 (O): -0.7191, atom 21 (H): 0.3798, atom 22 (H): 0.3878, atom 23 (O): -0.6556

***

2.
This record from the Open Molecules 2025 dataset describes a cluster of 2 separate species, Cl2H2N2S in total. The level of theory is ωB97M-V/def2-TZVPD.

Geometry as XYZ:
```
7
Properties=species:S:1:pos:R:3
N -1.1350 0.2557 0.5504
N -1.2306 -2.3164 1.0358
S -0.7369 -0.9935 1.2807
Cl 1.6172 1.5379 -2.4098
Cl 0.8464 -0.4473 2.6767
H -0.6609 1.1500 0.3822
H 1.2999 0.8136 -3.5161
```

- Electronic energy: -38888.6764 eV
- HOMO level: -10.8 eV
- Energy above the lowest of the compared OMol25 structures with the same formula, charge and spin: 25.7 kcal/mol
- Structure (SMILES): [H]/N=S(#N)\Cl.Cl
- Orbital gap: 8.9 eV
- Lowest unoccupied orbital energy: -1.88 eV

Charges obtained by Mulliken population analysis, quoted in units of e: atom 1 (N): -0.3791, atom 2 (N): -0.2527, atom 3 (S): 0.5221, atom 4 (Cl): -0.2649, atom 5 (Cl): -0.1788, atom 6 (H): 0.2874, atom 7 (H): 0.2661

***

3.
This record from the Open Molecules 2025 dataset describes a cluster of 2 separate species, C4H8O2 in total. The level of theory is ωB97M-V/def2-TZVPD.

Geometry as XYZ:
```
14
Properties=species:S:1:pos:R:3
C -0.5764 -0.6012 -0.0702
C 0.4120 -0.4768 0.8811
O 1.2385 0.5726 0.8436
C 0.7493 1.5526 -0.0638
O 0.6765 1.0354 -1.3437
C -0.2340 -0.0654 -1.4274
H -1.0083 -2.0574 1.2790
H -1.6260 -0.5993 0.1826
H -0.8833 -1.7507 1.9695
H 0.8238 -1.2426 1.5262
H 1.4904 2.3440 -0.0649
H -0.2289 1.9148 0.3005
H 0.2934 -0.8375 -2.0148
H -1.1272 0.2115 -1.9978
```

- Electronic energy: -8368.6619 eV
- HOMO level: -8.4 eV
- Energy above the lowest of the compared OMol25 structures with the same formula, charge and spin: 106.5 kcal/mol
- Structure (SMILES): C1=COCOC1.[H][H]
- Orbital gap: 9.1 eV
- Lowest unoccupied orbital energy: 0.74 eV

Charges obtained by Mulliken population analysis, quoted in units of e: atom 1 (C): -0.5973, atom 2 (C): -0.1749, atom 3 (O): -0.3624, atom 4 (C): -0.2682, atom 5 (O): -0.4134, atom 6 (C): -0.3121, atom 7 (H): 0.0383, atom 8 (H): 0.3831, atom 9 (H): 0.0702, atom 10 (H): 0.5146, atom 11 (H): 0.2115, atom 12 (H): 0.4383, atom 13 (H): 0.1802, atom 14 (H): 0.2922

***

It is found that the max |F| values, taken in the order of the records, are 1.27 2.29 1.28 eV Å⁻¹.